Record 1
{
  "formula": "C22H33BNO2",
  "method": "ωB97M-V/def2-TZVPD",
  "e_above_lowest_kcal_mol": 0.00,
  "multiplicity": 1,
  "e_tot_ev": -29606.30998,
  "total_charge": 1,
  "elements": ["H", "O", "H", "C", "C", "C", "H", "H", "C", "C", "H", "C", "H", "H", "C", "C", "H", "C", "H", "H", "H", "H", "H", "H", "H", "H", "H", "H", "C", "H", "C", "H", "C", "C", "C", "N", "C", "O", "H", "C", "H", "H", "H", "H", "C", "B", "C", "H", "H", "H", "H", "H", "H", "C", "H", "C", "H", "C", "C"],
  "xyz": [[-4.56624, 0.77958, 3.84380], [-1.05622, -0.26623, -1.03175], [5.85262, -0.06047, -2.07341], [-2.53285, -2.11030, -0.76013], [1.59126, 0.87003, -1.05540], [0.40240, 1.69634, -0.56600], [3.75696, -0.98694, 1.62672], [-6.45143, 0.61934, 1.83773], [3.32501, 0.98103, 0.80986], [-4.57947, 1.07347, -0.95011], [5.84236, 0.22905, 1.86522], [-5.65652, 0.71321, -0.14819], [-6.53677, 0.27341, -0.59596], [5.87568, 0.58279, 0.14771], [-3.93246, -3.05945, 0.94054], [-3.31471, -4.29015, 0.76656], [-3.62572, -5.13283, 1.36693], [-1.91016, -3.33906, -0.93849], [7.21978, -1.54334, 1.32469], [3.96506, 1.73456, 1.27334], [0.38705, 1.66256, 0.53127], [-2.53839, 2.29484, 1.44988], [2.43762, 0.90849, 1.43624], [-4.02754, -1.00454, 0.32668], [3.70492, 1.06922, -1.30527], [0.49959, 2.73610, -0.87614], [5.50718, 1.56267, -2.20360], [-4.63068, 0.90819, -2.01640], [2.94329, 1.43804, -0.60014], [7.07339, 1.06011, -1.90278], [-3.44304, 1.64160, -0.38165], [1.50370, -0.15017, -0.67646], [-2.25246, 2.03551, -1.22624], [6.37622, -1.46240, 0.64364], [5.58214, -0.16793, 0.88622], [6.20867, 0.84219, -2.40317], [-3.41502, 1.83887, 1.00240], [-2.54932, -0.65357, -2.65746], [3.82406, -0.91618, -0.11279], [4.07478, -0.35774, 0.79515], [-1.81849, -5.38485, -0.31951], [-4.71922, -2.94791, 1.67330], [-2.54498, 2.01811, -2.27695], [-3.46861, 2.12883, 3.59676], [-4.48184, 1.48172, 1.81858], [-1.00007, 1.11503, -0.99145], [-4.43045, 1.71553, 3.30274], [-5.21990, 2.39453, 3.61893], [2.90266, 2.52643, -0.64971], [1.56097, 0.79049, -2.14376], [-1.12982, -3.44354, -1.68002], [6.39141, 0.80132, -3.40820], [5.75145, -2.33999, 0.79527], [-5.60793, 0.90923, 1.22460], [-1.96549, 3.06448, -1.00096], [-2.09732, -0.95952, -1.59472], [6.79135, -1.52590, -0.36596], [-3.54428, -1.96328, 0.18393], [-2.30420, -4.43065, -0.17595]],
  "atomic_forces_ev_per_a": [[0.0, 0.0, 0.0], [0.0, 0.1, -0.1], [0.0, 0.0, 0.1], [0.0, -0.2, 0.1], [0.2, 0.0, 0.0], [0.0, -0.5, -0.1], [0.0, -0.1, 0.0], [0.0, 0.0, 0.1], [0.3, 0.0, -0.1], [-0.1, 0.1, 0.1], [-0.1, 0.2, 0.0], [0.0, 0.2, 0.2], [0.0, 0.0, 0.0], [0.1, 0.3, 0.1], [0.1, 0.0, 0.0], [0.0, 0.1, -0.1], [0.0, -0.1, 0.0], [-0.1, -0.1, 0.1], [0.1, 0.0, 0.0], [0.0, 0.0, 0.1], [0.0, 0.3, 0.1], [0.0, 0.0, 0.0], [-0.1, 0.1, -0.1], [0.1, -0.1, 0.0], [0.1, 0.2, 0.0], [0.0, 0.1, 0.1], [0.0, 0.0, 0.0], [0.1, 0.0, -0.1], [-0.4, -0.1, 0.1], [0.0, 0.0, 0.0], [-0.2, 0.0, 0.0], [-0.1, -0.1, -0.1], [-0.1, 0.1, 0.1], [0.0, 0.1, 0.1], [0.1, -0.5, -0.2], [0.0, 0.0, -0.1], [-0.1, -0.1, -0.2], [0.1, -0.1, 0.0], [-0.1, -0.1, 0.0], [-0.1, 0.1, 0.2], [0.0, -0.1, 0.0], [0.0, 0.0, 0.0], [0.1, -0.1, -0.1], [0.0, 0.1, 0.0], [0.0, 0.0, -0.1], [0.1, 0.0, 0.1], [0.0, -0.2, -0.1], [0.0, 0.1, 0.0], [0.1, 0.1, -0.2], [0.0, 0.1, -0.1], [0.0, 0.0, 0.0], [0.0, 0.0, 0.0], [0.0, -0.1, 0.0], [0.1, 0.0, -0.1], [0.0, 0.1, 0.0], [-0.2, 0.2, 0.0], [-0.1, -0.1, -0.1], [0.1, 0.0, 0.0], [0.0, 0.1, 0.0]]
}

---

Record 2
{
  "formula": "C20H31N3O2S",
  "method": "ωB97M-V/def2-TZVPD",
  "e_above_lowest_kcal_mol": 1.08,
  "multiplicity": 1,
  "e_tot_ev": -40644.81363,
  "total_charge": 0,
  "elements": ["C", "H", "C", "H", "H", "H", "O", "H", "C", "H", "H", "C", "H", "H", "H", "H", "N", "H", "H", "C", "C", "H", "C", "C", "N", "C", "H", "H", "H", "C", "C", "C", "C", "N", "C", "H", "H", "C", "H", "H", "H", "H", "H", "O", "C", "C", "H", "S", "H", "H", "H", "C", "C", "C", "H", "H", "H"],
  "xyz": [[-2.77023, -0.35636, -2.55265], [-1.03569, -4.13794, 0.20155], [0.21463, 2.96899, 1.18313], [-0.12839, -3.69343, 2.62631], [0.91534, 3.79419, 1.31535], [1.38398, 2.08200, -1.44289], [-0.99351, 1.98081, -2.25209], [-1.65814, 3.98656, 0.96984], [-1.62643, 1.57955, -1.28599], [0.81609, -0.41006, -0.88046], [2.19545, -2.04720, 3.78068], [-0.24324, 5.75341, -0.29024], [-3.03124, 1.24770, -3.94717], [0.59522, 5.73147, 0.40843], [3.46054, -1.92898, 0.94209], [-0.00412, -4.97488, -0.94411], [0.92841, 1.83637, 0.61728], [-0.05041, -2.50962, -1.34078], [2.19541, -0.50758, 0.17432], [1.10576, -0.56863, 0.16536], [0.79566, -4.86502, 1.06511], [-1.60543, 0.27843, -4.22405], [1.87055, 2.08551, -0.46335], [2.17411, -1.70582, 2.75375], [-3.32400, -1.53628, -2.40133], [2.96380, -2.48206, 1.72892], [1.48024, -4.27644, 3.03716], [2.12703, -0.62996, 2.64955], [2.66264, 1.34060, -0.46557], [0.57188, -2.92978, -0.54424], [-0.58973, 4.36590, -0.82415], [0.50775, 0.58473, 0.95415], [-2.33665, 0.26691, -1.33424], [-1.72354, 2.23525, -0.10304], [0.63696, -1.94438, 0.62602], [-2.33391, -0.39225, 0.77172], [1.57784, -3.06663, -0.95912], [-2.65139, 0.22699, -3.92406], [2.33453, 3.05716, -0.29880], [0.34098, -5.80128, 1.39685], [0.23980, 3.96382, -1.39941], [0.03560, 6.41853, -1.10742], [-1.09358, 6.20164, 0.22827], [-0.34924, 0.40295, 1.81336], [-2.59484, -0.54872, -0.26606], [-0.98625, 3.42403, 0.31398], [-0.14305, 2.66626, 2.16470], [-3.33257, -1.96550, -0.81524], [1.81173, -5.10378, 0.73292], [3.51047, -3.35598, 2.05981], [-2.18244, 1.73853, 0.64201], [0.87487, -3.87153, 2.22190], [1.46126, -2.55634, 1.75213], [0.00767, -4.27811, -0.10304], [-0.37763, -1.82391, 1.01783], [-3.20500, -0.39349, -4.62471], [-1.42550, 4.44366, -1.52026]],
  "atomic_forces_ev_per_a": [[0.0, 0.0, 0.0], [0.0, 0.0, 0.0], [0.0, 0.0, 0.0], [0.0, 0.0, 0.0], [0.0, 0.0, 0.0], [0.0, 0.0, 0.0], [0.0, 0.0, 0.0], [0.0, 0.0, 0.0], [0.2, -0.1, 0.1], [0.0, 0.0, 0.0], [0.0, 0.0, 0.0], [0.0, 0.0, 0.0], [0.0, 0.0, 0.0], [0.0, 0.0, 0.0], [0.0, 0.0, 0.0], [0.0, 0.0, 0.0], [0.0, 0.0, 0.0], [0.0, 0.0, 0.0], [0.0, 0.0, 0.0], [0.0, 0.0, 0.0], [0.0, 0.0, 0.0], [0.0, 0.0, 0.0], [0.0, 0.0, -0.1], [0.0, 0.0, 0.0], [0.0, 0.0, 0.0], [0.0, 0.0, 0.0], [0.0, 0.0, 0.0], [0.0, 0.0, 0.0], [0.0, 0.0, 0.0], [0.0, 0.0, 0.0], [-0.1, 0.1, 0.0], [0.0, -0.1, 0.0], [0.0, 0.0, 0.0], [-0.3, 0.3, -0.2], [0.0, 0.0, 0.0], [0.0, 0.0, 0.0], [0.0, 0.0, 0.0], [0.0, 0.0, 0.0], [0.0, 0.0, 0.0], [0.0, 0.0, 0.0], [0.0, 0.0, 0.0], [0.0, 0.0, 0.0], [0.0, 0.0, 0.0], [0.0, 0.0, 0.0], [0.0, 0.0, 0.0], [0.3, -0.2, 0.1], [0.0, 0.0, 0.0], [0.0, 0.0, 0.0], [0.0, 0.0, 0.0], [0.0, 0.0, 0.0], [0.0, 0.0, 0.0], [0.0, 0.0, 0.0], [0.0, 0.0, 0.0], [0.0, 0.0, 0.0], [0.0, 0.0, 0.0], [0.0, 0.0, 0.0], [0.0, 0.0, 0.0]]
}

---

Record 3
{
  "formula": "C5H7N",
  "method": "ωB97M-V/def2-TZVPD",
  "e_above_lowest_kcal_mol": 56.92,
  "multiplicity": 1,
  "e_tot_ev": -6786.04431,
  "smiles": "C#CC/N=C/C",
  "total_charge": 0,
  "elements": ["C", "C", "H", "H", "H", "H", "C", "H", "C", "H", "N", "C", "H"],
  "xyz": [[-1.99761, -0.95101, 1.01082], [0.72707, 1.09685, -0.52051], [-3.03952, -0.66318, 0.82990], [-1.22622, -0.43208, -1.00876], [0.37466, 0.91645, -1.55074], [4.15017, -0.34981, -0.10153], [2.08381, 0.55330, -0.37024], [-1.72641, -0.71276, 2.04144], [-1.07356, -0.24536, 0.06785], [0.75505, 2.18244, -0.36876], [-0.15050, 0.51362, 0.48587], [3.18087, 0.07791, -0.23342], [-1.92921, -2.03487, 0.86026]],
  "atomic_forces_ev_per_a": [[0.0, 0.0, 0.1], [0.1, 0.1, -0.1], [0.1, 0.0, 0.0], [0.1, 0.0, 0.1], [0.1, 0.0, 0.2], [-0.2, 0.1, 0.0], [0.5, -0.2, 0.0], [-0.1, 0.0, -0.1], [0.1, 0.1, 0.1], [0.0, -0.2, 0.0], [-0.3, -0.3, -0.2], [-0.4, 0.2, -0.1], [0.0, 0.1, 0.0]]
}